Model one:
Density functional theory data (ωB97M-V/def2-TZVPD) for 2 unconnected molecules or ions with the total composition C3H10NO.

Structure (XYZ):
```
15
Properties=species:S:1:pos:R:3:mulliken_charge:R:1
C -0.54 0.96 1.95 -0.8003
N 0.73 0.55 1.26 -0.1586
H -1.29 1.40 1.26 0.3146
H -0.39 1.77 2.67 0.3634
H -1.08 0.13 2.39 0.3137
H 0.59 0.33 0.25 0.1584
H 1.28 1.41 1.27 0.4237
H 1.07 -0.27 1.74 0.3713
C 0.68 -0.42 -2.41 -0.8642
C -0.34 -1.09 -1.88 0.3520
O -0.73 -0.87 -0.54 -0.4783
H 1.30 0.16 -1.74 0.1359
H 1.00 -0.60 -3.42 0.2660
H -0.85 -1.94 -2.33 0.2850
H -1.43 -1.52 -0.47 0.3175
```

As for the total charge: +1. Its LUMO energy is -3.51 eV. The calculation puts the frontier orbital gap at 9.720 eV.

---

Model two:
Density functional theory data (ωB97M-V/def2-TZVPD) for 2 unconnected molecules or ions with the total composition C3H10NO.

Structure (XYZ):
```
15
Properties=species:S:1:pos:R:3:mulliken_charge:R:1
C -1.71 -1.03 0.97 -0.6627
N -0.27 -1.59 0.81 -0.3916
H -1.73 -0.14 1.66 0.3044
H -1.87 -0.65 -0.11 0.3596
H -2.38 -1.91 1.07 0.3361
H 0.15 -2.24 1.57 0.4062
H 0.28 -0.66 0.88 0.2465
H -0.12 -2.05 -0.13 0.4005
O -0.26 0.42 -1.22 -0.4682
C 0.32 1.18 -0.47 -0.0493
C 1.90 1.38 -0.42 -0.7178
H -0.26 1.89 0.15 0.3969
H 2.27 1.22 -1.47 0.2891
H 2.48 0.57 0.12 0.2599
H 2.08 2.47 -0.09 0.2904
```

As for the total charge: +1. Its LUMO energy is -3.93 eV. The calculation puts the frontier orbital gap at 10.322 eV.

---

Computed stability ranking, most favorable first: model one, model two

---

Model one:
Density functional theory data (ωB97M-V/def2-TZVPD) for 2 unconnected molecules or ions with the total composition C3H10NO.

Structure (XYZ):
```
15
Properties=species:S:1:pos:R:3:mulliken_charge:R:1
C -0.23 -1.63 -0.48 -0.8169
C -0.15 0.82 -0.90 -0.7443
C 1.00 1.23 0.83 -0.2562
N -0.94 -0.36 -0.41 -0.0652
O 0.14 0.80 1.75 -0.5557
H 0.74 -1.51 0.12 0.2661
H -0.75 -2.36 0.01 0.3989
H 0.13 -1.85 -1.49 0.3354
H 0.56 0.65 -1.81 0.2980
H -0.89 1.73 -0.98 0.3464
H 1.92 0.68 0.67 0.3322
H 0.93 2.27 0.66 0.3490
H -1.90 -0.38 -0.72 0.3657
H -0.94 -0.06 0.55 0.3639
H 0.39 -0.03 2.20 0.3830
```

As for the total charge: +1. Its LUMO energy is -3.30 eV. The calculation puts the frontier orbital gap at 10.702 eV.

---

Model two:
Density functional theory data (ωB97M-V/def2-TZVPD) for 2 unconnected molecules or ions with the total composition C3H10NO.

Structure (XYZ):
```
15
Properties=species:S:1:pos:R:3:mulliken_charge:R:1
C 0.51 -0.21 1.12 -0.8791
C -0.77 -0.56 0.47 0.7108
C -1.90 -1.13 0.78 -0.8193
N -0.54 -0.45 -1.08 -0.3653
H 1.32 0.16 0.50 0.1978
H 0.29 0.50 1.93 0.2822
H 0.99 -1.05 1.61 0.2997
H -2.54 -1.60 0.03 0.2419
H -2.34 -1.26 1.75 0.3000
H -1.25 0.17 -1.48 0.3771
H -0.54 -1.34 -1.59 0.3697
H 0.34 0.05 -1.26 0.2930
H 2.81 1.81 -0.87 0.3264
H 1.76 2.92 -1.08 0.3072
O 1.87 1.99 -0.81 -0.6422
```

As for the total charge: +1. Its LUMO energy is -3.37 eV. The calculation puts the frontier orbital gap at 11.410 eV.

---

Computed stability ranking, most favorable first: model two, model one

---

Model one:
Density functional theory data (ωB97M-V/def2-TZVPD) for a molecular structure, C27H67N3O8.

Structure (XYZ):
```
105
Properties=species:S:1:pos:R:3:mulliken_charge:R:1
O 20.02 13.39 7.08 -0.7981
H 19.77 14.31 6.97 0.5914
H 19.90 13.22 8.01 0.3176
O 21.70 12.56 8.59 -0.7157
H 22.57 12.70 8.97 0.3080
H 21.31 13.43 8.58 0.0547
O 20.98 15.38 8.72 -0.6886
H 21.01 16.33 8.83 0.6431
H 20.60 15.26 7.84 -0.0861
O 22.17 14.86 6.47 -0.6748
H 21.60 15.16 7.18 1.0017
H 22.29 15.63 5.92 0.3636
O 19.78 15.45 6.95 -0.4549
H 19.73 15.60 6.01 0.4190
H 19.39 16.24 7.34 -0.3045
C 15.43 18.96 8.20 -1.7352
C 16.90 18.64 7.78 1.2706
C 17.71 19.90 8.17 -0.8652
C 18.08 19.87 9.68 -1.6298
C 18.79 18.59 10.13 -0.5349
C 17.96 17.33 9.72 1.0742
N 17.52 17.38 8.38 1.6296
O 16.83 16.27 7.93 -0.5861
C 19.00 16.23 9.76 0.2699
C 16.90 17.09 10.84 -1.8473
C 17.02 18.58 6.28 -1.7517
H 15.37 19.18 9.27 0.3460
H 14.76 18.20 7.81 0.3573
H 15.16 19.91 7.74 0.4675
H 18.64 19.97 7.61 -0.4548
H 17.33 20.87 7.84 0.5950
H 17.14 19.99 10.22 0.7467
H 18.64 20.77 9.92 0.4017
H 18.62 18.86 11.18 0.1939
H 19.87 18.61 9.98 -0.0750
H 19.83 16.47 9.11 -0.4056
H 19.41 16.06 10.76 -0.5782
H 18.56 15.25 9.60 0.5643
H 16.80 16.02 10.98 0.2549
H 17.05 17.40 11.87 0.3347
H 15.96 17.58 10.56 0.4460
H 16.30 17.90 5.84 0.3920
H 17.94 18.06 6.01 0.1751
H 17.03 19.55 5.77 0.3025
H 17.52 15.85 7.42 0.4464
C 20.12 15.80 12.24 -1.7420
C 20.35 14.42 11.64 1.0518
C 21.57 13.69 12.29 -1.1590
C 21.20 13.14 13.72 -0.8191
C 19.93 12.31 13.61 -1.4844
C 18.76 12.94 12.82 2.0430
N 19.22 13.43 11.52 0.0966
O 18.15 14.06 10.76 -0.6039
C 17.82 11.75 12.60 -1.9750
C 18.10 14.00 13.71 -1.2823
C 20.87 14.82 10.16 1.0642
H 20.96 16.50 12.24 0.4566
H 19.22 16.21 11.79 0.6579
H 19.88 15.81 13.31 0.5200
H 21.78 12.78 11.71 0.4818
H 22.39 14.39 12.21 0.3867
H 21.98 12.50 14.13 0.4861
H 21.06 14.00 14.37 0.2627
H 19.69 12.03 14.64 0.3048
H 20.14 11.29 13.27 0.5231
H 18.29 10.92 12.08 0.4266
H 17.00 12.17 12.00 0.4436
H 17.30 11.32 13.46 0.3976
H 17.16 13.77 14.22 0.4198
H 17.82 14.85 13.09 0.0342
H 18.72 14.47 14.48 0.2598
H 20.17 15.36 9.53 0.0099
H 21.58 15.63 10.29 -1.5907
H 21.31 13.91 9.74 -1.0330
H 18.63 14.21 9.95 0.6719
C 24.41 17.90 8.55 -1.8307
C 23.23 18.23 9.44 1.4993
C 23.72 19.58 10.16 -1.2769
C 23.73 20.78 9.22 -1.0434
C 22.22 21.09 8.75 -1.0260
C 21.61 19.76 8.07 1.8655
N 22.01 18.44 8.62 0.2580
O 21.52 17.32 7.97 0.9733
C 20.05 19.99 7.95 -1.9131
C 22.01 19.85 6.56 -1.8173
C 22.96 17.20 10.51 -1.2341
H 25.34 17.94 9.11 0.3693
H 24.58 18.54 7.69 0.3038
H 24.36 16.90 8.12 0.5468
H 23.01 19.76 10.97 0.5067
H 24.58 19.41 10.81 0.5794
H 24.37 20.52 8.38 0.3472
H 24.27 21.63 9.64 0.4555
H 22.22 21.93 8.06 0.4406
H 21.60 21.39 9.60 0.4507
H 19.35 19.48 7.29 0.6253
H 19.70 19.89 8.97 -0.2196
H 19.87 21.04 7.76 0.4369
H 23.09 19.73 6.51 0.4703
H 21.54 18.97 6.12 0.2604
H 21.63 20.77 6.11 0.3745
H 23.24 16.23 10.09 0.2829
H 21.91 17.29 10.78 -0.4635
H 23.55 17.31 11.42 0.3475
H 22.27 16.92 7.53 0.3406
```

Its LUMO energy is -0.19 eV. The calculation puts the frontier orbital gap at 5.169 eV.

---

Model two:
Density functional theory data (ωB97M-V/def2-TZVPD) for 8 unconnected molecules or ions with the total composition C27H67N3O8.

Structure (XYZ):
```
105
Properties=species:S:1:pos:R:3:mulliken_charge:R:1
C 4.31 -20.70 23.63 -1.7107
C 3.09 -19.77 23.59 1.9791
C 3.01 -19.20 22.18 -1.6124
C 1.79 -20.54 23.79 -0.8289
C 1.58 -21.07 25.19 -0.8833
C 1.65 -19.91 26.26 -1.4120
C 2.86 -18.94 26.07 1.9464
C 2.56 -17.62 26.82 -1.9100
C 4.09 -19.62 26.70 -1.6365
N 3.11 -18.70 24.63 -0.0165
O 4.12 -17.78 24.43 -0.4264
H 5.29 -20.22 23.69 0.3104
H 4.15 -21.25 24.56 0.4943
H 4.33 -21.48 22.87 0.3412
H 2.29 -18.39 22.07 0.5802
H 3.97 -18.79 21.86 0.0433
H 2.88 -20.04 21.50 -0.0577
H 0.98 -19.86 23.54 0.3471
H 1.88 -21.43 23.19 0.1948
H 0.60 -21.55 25.23 0.4572
H 2.22 -21.93 25.39 0.3326
H 1.58 -20.44 27.21 0.4326
H 0.68 -19.40 26.23 0.4343
H 1.79 -17.05 26.30 0.4410
H 3.51 -17.13 27.00 0.3679
H 2.06 -17.88 27.75 0.4321
H 3.85 -20.62 27.07 0.3366
H 4.49 -19.17 27.61 0.4376
H 4.93 -19.70 26.02 0.2364
H 4.84 -18.34 24.73 0.4187
C 5.48 -22.19 15.38 -1.7131
C 4.62 -23.27 16.15 1.2324
C 3.86 -24.12 15.10 -1.6480
C 5.59 -24.23 16.88 -1.0738
C 4.85 -25.00 17.95 -0.7885
C 4.14 -24.06 18.82 -1.5184
C 3.09 -23.18 18.24 1.8859
C 1.81 -23.89 17.91 -1.6538
C 2.79 -22.07 19.37 -2.3500
N 3.74 -22.57 17.11 0.4216
O 3.02 -21.55 16.57 -0.4935
H 6.34 -21.97 16.00 0.3429
H 5.69 -22.50 14.35 0.3937
H 4.95 -21.26 15.20 0.3762
H 4.46 -24.75 14.44 0.4519
H 3.27 -24.82 15.69 0.4018
H 3.09 -23.49 14.65 0.3562
H 6.05 -25.00 16.25 0.3297
H 6.41 -23.66 17.31 0.3781
H 4.12 -25.62 17.44 0.3027
H 5.49 -25.58 18.62 0.4226
H 4.87 -23.47 19.36 0.4399
H 3.75 -24.69 19.62 0.5247
H 1.33 -24.22 18.83 0.4352
H 1.95 -24.81 17.34 0.3482
H 1.12 -23.25 17.34 0.4364
H 2.30 -22.68 20.12 0.3242
H 2.15 -21.29 18.98 0.3775
H 3.61 -21.46 19.76 0.5679
H 2.28 -22.01 16.17 0.3600
C 7.33 -16.71 18.48 -1.6430
C 6.72 -15.65 19.46 1.7989
C 6.76 -16.19 20.89 -1.9108
C 7.48 -14.37 19.56 -1.4259
C 7.39 -13.66 18.22 -0.8144
C 5.98 -13.18 17.98 -1.1926
C 4.86 -14.27 18.04 1.5937
C 3.54 -13.67 18.37 -1.9361
C 4.89 -14.86 16.57 -1.6476
N 5.33 -15.27 19.09 0.0451
O 4.31 -16.26 19.48 -0.1944
H 6.71 -17.60 18.55 0.3652
H 7.38 -16.42 17.43 0.3234
H 8.28 -17.06 18.88 0.3777
H 7.77 -16.40 21.25 0.4680
H 6.67 -15.41 21.64 0.5058
H 6.06 -16.97 21.15 0.1980
H 7.05 -13.69 20.30 0.3805
H 8.43 -14.67 20.01 0.5359
H 7.99 -12.75 18.34 0.3603
H 8.00 -14.24 17.53 0.3823
H 5.93 -12.65 17.02 0.4693
H 5.77 -12.36 18.66 0.3722
H 2.73 -14.36 18.16 0.3268
H 3.36 -12.71 17.87 0.3982
H 3.52 -13.42 19.43 0.4355
H 4.53 -14.13 15.85 0.4591
H 4.21 -15.72 16.48 0.3367
H 5.82 -15.24 16.14 0.3402
H 4.07 -16.68 18.65 0.2864
O 3.61 -18.86 17.41 -0.4993
H 4.10 -18.69 16.60 0.2253
H 3.37 -19.78 17.36 0.3520
O 1.07 -18.32 19.44 -0.3191
H 2.01 -18.43 19.27 0.0936
H 0.78 -19.18 19.75 0.4884
O -0.25 -15.97 19.68 -0.6307
H 0.00 -16.85 19.40 0.2951
H 0.19 -15.39 19.05 0.2962
O -1.35 -18.97 17.89 -0.6313
H -1.81 -18.14 17.96 0.2995
H -0.73 -18.97 18.61 0.2769
O 0.14 -20.73 20.46 -0.6419
H -0.15 -21.57 20.79 0.2418
H -0.58 -20.13 20.65 0.2193
```

Its LUMO energy is 0.24 eV. Its SMILES is CC1(C)CCCC(C)(C)N1O.CC1(C)CCCC(C)(C)N1O.CC1(C)CCCC(C)(C)N1O.O.O.O.O.O. The calculation puts the frontier orbital gap at 7.891 eV.

---

Computed stability ranking, most favorable first: model two, model one

---

Model one:
Density functional theory data (ωB97M-V/def2-TZVPD) for 2 unconnected molecules or ions with the total composition CH5NO.

Structure (XYZ):
```
8
Properties=species:S:1:pos:R:3:mulliken_charge:R:1
C 1.12 0.09 -0.04 -0.4667
N -1.64 -0.11 -0.33 -0.4231
O 0.20 -0.92 -0.03 -0.3443
H 1.28 0.56 0.99 0.1939
H 0.67 0.75 -0.75 0.2686
H 2.13 -0.17 -0.28 0.2713
H -1.55 0.55 0.41 0.2652
H -2.22 -0.76 0.02 0.2351
```

Its LUMO energy (spin up / spin down) is -0.47 / -0.77 eV. The calculation puts the frontier orbital gap (spin up / spin down) at 9.770 / 9.049 eV.

---

Model two:
Density functional theory data (ωB97M-V/def2-TZVPD) for a single CH5NO molecule.

Structure (XYZ):
```
8
Properties=species:S:1:pos:R:3:mulliken_charge:R:1
N 0.15 -0.86 0.94 -0.5637
C -0.07 0.43 0.31 -0.2942
O -0.01 0.48 -1.14 -0.5467
H -0.48 -1.56 0.54 0.2343
H 1.07 -1.09 0.53 0.2606
H 0.74 1.09 0.60 0.2590
H -1.09 0.73 0.57 0.3329
H -0.91 0.41 -1.47 0.3179
```

Its LUMO energy is 0.97 eV. Its SMILES is NCO. The calculation puts the frontier orbital gap at 11.108 eV.

---

Computed stability ranking, most favorable first: model two, model one

---

Model one:
Density functional theory data (ωB97M-V/def2-TZVPD) for a single C2H2N2OS2 molecule.

Structure (XYZ):
```
9
Properties=species:S:1:pos:R:3:mulliken_charge:R:1
S -1.73 -1.28 -0.08 -0.2000
C -0.16 -0.59 -0.43 0.3525
N 0.61 -1.03 -1.39 -0.3112
O 1.69 -0.22 -1.40 -0.0208
N 1.61 0.74 -0.45 -0.3152
C 0.48 0.55 0.16 0.3608
S -0.03 1.52 1.54 -0.1911
H -1.58 -1.26 1.27 0.1657
H -1.29 1.62 1.13 0.1593
```

Its LUMO energy is 0.39 eV. Its SMILES is Sc1nonc1S. The calculation puts the frontier orbital gap at 10.222 eV.

---

Model two:
Density functional theory data (ωB97M-V/def2-TZVPD) for a single C2H2N2OS2 molecule.

Structure (XYZ):
```
9
Properties=species:S:1:pos:R:3:mulliken_charge:R:1
S -2.82 -0.65 -0.07 -0.3418
C -1.26 -0.18 0.03 0.1198
N -0.15 -0.95 0.10 -0.4019
C 0.85 -0.12 -0.01 0.6954
S 2.52 -0.54 -0.07 -0.2304
O 0.58 1.18 -0.04 -0.2429
N -0.84 1.17 0.16 -0.0716
H 2.33 -1.80 0.34 0.1880
H -1.21 1.88 -0.44 0.2853
```

Its LUMO energy is -0.07 eV. Its SMILES is S=c1nc(S)o[nH]1. The calculation puts the frontier orbital gap at 8.682 eV.

---

Computed stability ranking, most favorable first: model two, model one